(1)
A molecular structure, C5H7N. Source: the Open Molecules 2025 dataset; level of theory: the ωB97M-V functional and the def2-TZVPD basis.

frontier orbital gap	8.763	eV
energy	-249.24774	Ha
strongest force on any atom	0.66	eV Å⁻¹

```
! RIJCOSX wB97M-V def2-TZVPD def2/J DEFGRID3
* xyz 0 1
C -1.13798 -0.84484 0.40420
H -1.44448 0.15964 -1.55392
H 0.91932 1.08712 1.35671
C -1.36548 0.35655 -0.48406
H 1.50592 -1.27471 -0.63734
C -0.05395 0.16779 0.21010
H 1.30912 0.25511 -1.60782
H -1.64557 -0.88529 1.36593
H -2.03275 1.14427 -0.14028
C 1.77947 0.54867 0.43431
H -1.07352 -1.81339 -0.09306
N 2.16139 1.21624 1.36277
C 1.22373 -0.21949 -0.62802
*
```

Here are the natural (NBO) charges for atoms 1 to 6, given in e:
1 C -0.4167
2 H 0.1971
3 H 0.4950
4 C -0.4135
5 H 0.2479
6 C -0.4028



(2)
3 unconnected molecules or ions with the total composition C35H53F6N3O6P in a non-equilibrium geometry. Source: the Open Molecules 2025 dataset; level of theory: the ωB97M-V functional and the def2-TZVPD basis.

frontier orbital gap	9.423	eV
energy	-2921.53289	Ha
strongest force on any atom	1.63	eV Å⁻¹

```
! RIJCOSX wB97M-V def2-TZVPD def2/J DEFGRID3
* xyz 1 1
H 0.89337 -3.47410 4.02135
H -4.61911 0.61376 -6.20753
H 2.57799 2.77352 -0.91863
H -3.75891 3.20811 -1.84853
C 1.13287 -5.16931 0.26063
C -1.97069 -1.09874 3.17534
F -2.42734 -0.63619 -1.64205
C 1.44848 -6.28288 1.02346
H -7.46056 1.50444 -5.04197
H 3.06930 4.10297 1.10115
H 2.84695 6.53172 1.09230
H -4.41459 -2.63150 4.95970
C 1.97823 3.66748 -0.70278
H 0.60184 -0.81558 6.33093
H 4.88384 -0.36323 -1.75235
H -3.69690 -0.38023 4.21059
O 3.62000 -0.27262 4.20395
H -3.05637 -4.60265 4.35566
F -2.41973 0.26187 0.33874
H 2.94908 2.32243 2.23528
H -7.12295 1.07685 -6.72136
C -7.09140 1.88996 -5.99350
H 3.64450 -7.75149 -1.07429
H 3.41246 6.29594 -2.05057
C 1.73525 6.75915 -0.73339
C -2.07640 -0.81789 -0.37092
F -0.09608 0.17046 -1.02126
C 1.17241 -1.55695 3.06425
H -5.37708 2.87230 -6.82970
C 4.12594 -1.03510 -1.36233
C 0.08738 -2.09549 2.06097
F -0.13111 -2.00329 -1.12176
H 0.97413 -6.44697 1.98032
C -4.64215 1.40733 -5.45447
C 2.33055 -1.17961 2.13701
C -2.76679 -3.61524 4.02912
H -3.64921 1.86586 -5.47318
H 0.10294 2.56796 -0.68703
N 2.50270 1.54060 2.69536
P 3.31854 0.25108 2.72668
H -5.18859 1.19605 -2.01006
H 2.81607 0.60174 -1.89510
C 1.61116 -2.65536 4.05321
H 4.09978 -1.93101 -1.97421
H -5.80891 0.18418 -4.11492
H 0.83687 2.76294 0.91636
H 4.43590 -1.28297 -0.34852
C -3.52540 -2.50473 4.36153
H -5.67695 3.28441 -5.15901
H 1.27985 5.76692 1.11828
H -1.04098 -4.34910 3.01984
C 2.82279 4.60428 0.15919
C -5.67820 2.45145 -5.86741
C 0.24716 -0.96586 0.98096
H 5.41527 -0.28127 2.34799
H 3.00317 -2.03384 2.06627
H 1.22814 7.66016 -0.38198
O 0.45378 -1.66603 5.89698
H -5.79413 2.44722 -3.06765
C -4.96117 1.75521 -2.92222
H 2.61169 -3.02202 3.85471
H -3.42996 3.16401 -3.57527
C 2.63606 -5.89636 -1.45698
C -3.11799 -1.24905 3.93543
H 1.77382 4.12872 -1.67138
N 2.37193 0.07295 0.01998
H 3.77725 4.78304 -0.34224
H 1.73907 0.86623 -0.00199
H 0.79618 -0.73366 3.65904
C 2.15502 5.94031 0.48627
F 0.04318 0.23653 1.55686
H -7.78797 2.66057 -6.32426
H 0.01822 4.11423 0.13498
C -1.62118 -3.47105 3.26009
O 2.58547 -2.34396 6.20763
H 1.98673 -0.92962 -1.82206
H 3.08801 -5.76854 -2.42886
H -2.83209 1.87007 -2.53234
C -0.51903 -0.94951 -0.37230
N 1.75422 -1.02861 0.73555
C 1.72537 -4.96947 -0.98170
C 0.66049 3.25329 -0.04652
H 0.99650 6.20816 -1.32262
O 0.71450 -3.31290 1.64907
C 2.35877 -7.20893 0.53726
C -3.67293 2.54504 -2.71084
H 3.63861 7.74465 -1.06738
H 2.56097 7.77712 -2.46109
H -1.67651 -0.10226 2.89268
H 1.45747 -4.11449 -1.58825
C 0.12388 -4.20929 0.77293
O 4.71148 0.24164 1.94712
H 1.96619 -1.85144 0.16769
H 2.59123 -8.08837 1.11849
C 2.94954 -7.01447 -0.70187
H -4.08316 0.04898 -3.89039
H 4.25091 -0.99752 4.29853
O -1.03522 -4.19358 0.52725
C 1.64009 -2.19534 5.49249
C -4.88559 0.76844 -4.08597
C 2.76399 -0.33258 -1.34222
C -1.21278 -2.21615 2.82479
C 2.90359 7.16398 -1.62769
F -2.68300 -1.88785 0.10069
*
```

Here are the Löwdin charges for atoms 1 to 6, given in e:
1 H 0.1317
2 H 0.1099
3 H 0.0817
4 H 0.0709
5 C -0.1423
6 C -0.0249



(3)
A molecular structure, C8H27F2N9O5Sr in a non-equilibrium geometry. Source: the Open Molecules 2025 dataset; level of theory: the ωB97M-V functional and the def2-TZVPD basis.

frontier orbital gap	7.867	eV
energy	-1420.77626	Ha
strongest force on any atom	2.51	eV Å⁻¹

```
! RIJCOSX wB97M-V def2-TZVPD def2/J DEFGRID3
* xyz 0 1
C -3.43163 -2.00504 0.85774
C 1.53588 2.10645 -2.22146
H 4.87767 1.55595 1.80065
H 3.21303 2.46161 -1.17281
N 0.84187 -3.04400 1.40013
H 3.26494 3.08767 -2.79145
H 0.76868 -4.00723 1.67241
H -2.18241 4.07709 -1.55647
H -2.65173 -4.80441 -0.63627
O -2.61738 -2.95937 0.24638
H -3.93421 -2.42565 1.74947
H -1.57975 -1.18259 -0.44055
C -2.67381 -0.73152 1.18038
C -3.32369 -4.09000 -0.16474
H -0.52864 5.12941 1.35958
N -1.82334 -0.32207 0.04888
H -2.30518 0.24253 -0.64212
F 1.78020 2.10888 2.50867
O 3.26965 0.34061 0.23911
H 4.62744 -1.27775 -1.11986
H 0.78618 -2.23506 2.08796
N -1.77798 3.33651 -1.01426
O 1.05009 1.37565 -1.37859
C -3.55427 0.40894 1.63088
H -4.20557 0.11317 2.45252
H -4.33345 -1.78003 0.24768
H -3.72249 -4.59415 0.73370
O -0.74129 2.59128 0.85985
H 1.39706 2.94804 -4.09062
N 2.73479 2.72794 -2.02006
H -4.17923 -3.94631 -0.83475
N -1.08748 4.82473 0.58506
H -1.61661 5.49289 0.05471
C 4.47907 0.23352 0.27654
Sr 0.61237 0.56211 1.00621
H -2.94620 1.26734 1.90960
H -2.01816 -1.01337 2.01725
N 5.13788 -0.70167 -0.47845
N 5.27677 1.04351 1.03249
O 1.07169 -1.59829 -0.33659
F 0.52189 -1.17866 2.87492
H 6.14048 -0.73606 -0.49286
N 0.99083 2.27421 -3.47155
H 0.88757 -3.60017 -1.75354
H 0.79260 -4.77305 -0.48564
H 0.15165 1.75677 -3.64470
C 1.00969 -2.75523 0.08685
H -4.19096 0.72033 0.79236
H -1.75949 2.41920 -1.41588
C -1.19276 3.51354 0.21471
H 6.26380 0.86207 1.01252
N 0.89394 -3.82025 -0.77597
*
```

Here are the natural (NBO) charges for atoms 1 to 6, given in e:
1 C -0.0630
2 C 0.7980
3 H 0.4382
4 H 0.4322
5 N -0.8575
6 H 0.3825



(4)
H3NO3S in the gas phase in a non-equilibrium geometry. Source: the Open Molecules 2025 dataset; level of theory: the ωB97M-V functional and the def2-TZVPD basis.

frontier orbital gap	11.816	eV
energy	-680.45822	Ha
SMILES	NS(=O)(=O)O
strongest force on any atom	1.56	eV Å⁻¹

```
! RIJCOSX wB97M-V def2-TZVPD def2/J DEFGRID3
* xyz 0 1
N -1.27804 -0.15456 0.04866
H 1.88097 1.01951 -0.16705
S 0.33495 -0.44627 0.05891
H -1.61481 0.15501 -0.86514
O 0.71365 -0.85225 1.39388
H -1.59573 0.46201 0.80552
O 0.89588 1.05928 -0.18257
O 0.66313 -1.24272 -1.09221
*
```

Here are the natural (NBO) charges for atoms 1 to 6, given in e:
1 N -1.0651
2 H 0.5074
3 S 2.4522
4 H 0.4093
5 O -0.9136
6 H 0.4119



Energy above the lowest of the compared OMol25 structures with the same formula, charge and spin (kJ/mol)
592.0 0.0 0.0 0.0